1.
# C7H10N2OS

One molecule with the formula C7H10N2OS at a distorted geometry (ωB97M-V with the def2-TZVPD basis set, the Open Molecules 2025 dataset).

Last column: natural (NBO) charge in e.
Element x y z (Å)
C  2.674  0.124  0.839  -0.200
C  2.215  -1.168  0.552  -0.218
C  1.993  1.287  0.403  -0.227
C  1.195  -1.416  -0.257  -0.202
C  0.868  1.020  -0.378  -0.211
C  0.508  -0.278  -0.814  -0.106
C  -0.739  -0.281  -1.575  -0.445
N  -3.699  0.536  -0.331  -0.896
N  -1.696  0.341  1.376  -1.059
O  -2.586  -1.645  0.086  -0.921
S  -2.384  -0.258  -0.065  1.829
H  3.551  0.150  1.432  0.208
H  2.706  -1.945  1.090  0.213
H  2.181  2.321  0.528  0.224
H  0.880  -2.481  -0.296  0.228
H  0.249  1.712  -0.932  0.204
H  -1.052  -1.172  -2.052  0.219
H  -0.932  0.641  -2.304  0.218
H  -3.540  1.492  -0.386  0.350
H  -1.279  1.320  1.293  0.400
H  -1.114  -0.302  1.791  0.392

## Properties
* maximum force: 5.87 eV Å⁻¹
* gap between HOMO and LUMO (spin up / spin down): 6.2 / 6.4 eV
* ΔE to the lowest compared entry with this formula, charge and spin: 99.2 kJ/mol
* 2S+1: 3
* total energy: -855.4389 hartree

---

2.
# C35H67N11O8

A 8-piece molecular cluster, C35H67N11O8 overall at a distorted geometry (ωB97M-V with the def2-TZVPD basis set, the Open Molecules 2025 dataset).

Last column: Mulliken charge in e.
Element x y z (Å)
C  4.433  -3.174  1.653  -0.743
N  4.460  -2.340  0.416  -0.340
C  3.623  -1.111  0.531  -0.395
C  2.119  -1.275  -0.004  0.528
C  1.536  -2.706  -0.281  -0.477
C  0.095  -2.890  -0.821  -0.690
C  -0.865  -1.665  -1.135  0.577
N  -2.164  -1.980  -1.675  -0.153
C  -2.855  -0.757  -1.932  0.261
C  -2.343  0.682  -1.643  0.494
C  -3.277  1.921  -2.005  -0.545
C  -4.418  2.244  -0.930  -0.012
O  -4.631  3.472  -0.655  -0.598
N  -5.289  1.261  -0.255  0.136
C  -4.591  0.525  0.843  -0.691
C  -6.000  0.351  -1.212  -0.861
N  -1.060  0.951  -1.087  -0.168
C  -0.303  -0.250  -0.851  0.467
C  1.157  -0.068  -0.280  -0.900
H  4.750  -2.569  2.585  0.239
H  3.395  -3.634  1.807  0.227
H  5.181  -4.056  1.602  0.305
H  4.254  -2.883  -0.434  0.346
H  4.195  -0.279  -0.040  0.260
H  3.655  -0.791  1.636  0.115
H  2.211  -3.614  -0.092  0.176
H  -0.249  -3.967  -1.012  0.174
H  -3.905  -0.849  -2.402  -0.479
H  -2.586  2.851  -2.029  -0.002
H  -3.670  1.820  -3.090  0.515
H  -5.414  0.110  1.545  0.299
H  -4.016  1.302  1.459  0.274
H  -3.961  -0.369  0.503  0.233
H  -5.880  -0.756  -0.896  0.409
H  -5.690  0.531  -2.301  0.172
H  -7.130  0.567  -1.146  0.306
H  1.592  0.977  -0.070  0.457
C  -6.311  -4.432  -5.060  -0.812
N  -6.053  -3.326  -4.159  0.189
C  -4.774  -2.650  -4.231  -0.715
C  -6.976  -2.904  -3.247  0.024
O  -6.829  -1.983  -2.459  -0.532
H  -5.566  -5.214  -4.887  0.214
H  -6.235  -4.077  -6.091  0.322
H  -7.307  -4.846  -4.897  0.302
H  -4.275  -2.726  -3.262  0.048
H  -4.940  -1.594  -4.459  0.367
H  -4.147  -3.098  -5.003  0.391
H  -7.909  -3.489  -3.280  0.248
C  0.978  -6.682  5.284  -0.930
N  2.156  -6.139  4.638  0.116
C  2.979  -5.190  5.362  -0.896
C  2.515  -6.492  3.370  0.086
O  3.489  -6.073  2.772  -0.559
H  0.304  -5.862  5.543  0.341
H  1.282  -7.207  6.194  0.335
H  0.457  -7.380  4.626  0.292
H  3.020  -4.252  4.803  0.252
H  3.992  -5.590  5.450  0.294
H  2.568  -5.007  6.356  0.373
H  1.823  -7.217  2.910  0.299
C  2.747  4.743  3.273  -0.722
N  3.254  3.610  2.525  0.365
C  3.681  3.809  1.154  -0.798
C  3.342  2.364  3.068  -0.015
O  3.757  1.371  2.494  -0.661
H  1.871  5.145  2.758  -0.015
H  3.525  5.509  3.326  0.446
H  2.465  4.449  4.286  0.314
H  3.088  3.167  0.497  0.017
H  4.733  3.529  1.061  0.369
H  3.551  4.851  0.860  0.362
H  2.992  2.322  4.113  0.398
C  0.068  2.581  -3.408  -0.534
N  1.180  2.589  -4.337  0.194
C  1.091  3.404  -5.533  -0.997
C  2.309  1.852  -4.122  0.106
O  3.276  1.815  -4.861  -0.611
H  -0.826  2.226  -3.927  0.409
H  -0.099  3.600  -3.046  0.338
H  0.272  1.929  -2.560  -0.164
H  1.187  2.761  -6.412  0.307
H  1.910  4.127  -5.536  0.304
H  0.136  3.931  -5.567  0.366
H  2.274  1.270  -3.186  0.302
C  7.373  4.438  6.991  -0.931
N  6.278  5.055  6.270  0.152
C  5.143  4.239  5.886  -0.827
C  6.279  6.379  5.942  0.062
O  5.393  6.955  5.339  -0.558
H  7.795  3.636  6.379  0.325
H  6.993  4.021  7.927  0.324
H  8.154  5.167  7.214  0.304
H  5.036  4.267  4.798  0.227
H  4.238  4.650  6.339  0.264
H  5.283  3.208  6.214  0.381
H  7.186  6.907  6.280  0.258
C  -2.107  -4.952  -3.120  -0.983
N  -2.389  -6.045  -4.029  0.225
C  -1.482  -6.293  -5.133  -1.001
C  -3.482  -6.849  -3.879  -0.033
O  -3.776  -7.780  -4.605  -0.609
H  -2.086  -4.018  -3.685  0.299
H  -1.133  -5.120  -2.655  0.423
H  -2.868  -4.882  -2.342  0.279
H  -2.032  -6.209  -6.074  0.302
H  -1.084  -7.307  -5.049  0.320
H  -0.662  -5.574  -5.123  0.375
H  -4.104  -6.575  -3.011  0.390
C  -2.185  7.199  -0.110  -0.940
N  -1.554  5.979  0.350  0.243
C  -2.312  4.740  0.312  -0.957
C  -0.273  5.958  0.818  0.102
O  0.316  4.968  1.219  -0.682
H  -3.074  7.390  0.497  0.327
H  -2.476  7.076  -1.156  0.319
H  -1.504  8.047  -0.025  0.328
H  -2.382  4.333  1.324  0.257
H  -1.786  4.020  -0.321  0.105
H  -3.310  4.914  -0.082  0.601
H  0.208  6.949  0.804  0.284

## Properties
* maximum force: 6.15 eV Å⁻¹
* SMILES: CNCc1ccc2ncc(CC(=O)N(C)C)nc2c1.CN(C)C=O.CN(C)C=O.CN(C)C=O.CN(C)C=O.CN(C)C=O.CN(C)C=O.CN(C)C=O
* gap between HOMO and LUMO: 7.2 eV
* total energy: -2577.8064 hartree

---

3.
# C6H8FN

One molecule with the formula C6H8FN at a distorted geometry (ωB97M-V with the def2-TZVPD basis set, the Open Molecules 2025 dataset).

Last column: natural (NBO) charge in e.
Element x y z (Å)
F  -1.154  -1.413  -2.086  -0.344
C  -0.571  -0.637  -1.136  0.385
C  -0.042  0.533  -1.527  -0.294
C  0.564  1.541  -0.532  -0.246
N  0.888  1.009  0.772  -0.600
C  -0.121  0.018  0.981  -0.039
C  -0.497  -1.268  1.638  -0.367
C  -0.134  -1.220  0.121  -0.358
H  -0.316  0.793  -2.548  0.227
H  1.414  2.203  -0.985  0.228
H  -0.406  2.244  -0.403  0.190
H  1.807  0.647  0.791  0.360
H  -1.015  0.560  0.803  0.190
H  0.289  -1.931  2.021  0.227
H  -1.552  -1.370  2.030  0.232
H  0.848  -1.710  0.060  0.209

## Properties
* maximum force: 3.26 eV Å⁻¹
* SMILES: FC1=CCN[C@@H]2C[C@@H]12
* gap between HOMO and LUMO: 9.5 eV
* ΔE to the lowest compared entry with this formula, charge and spin: 351.8 kJ/mol
* total energy: -387.9042 hartree

---

4.
# C18H33BiClIN2OP2

C18H33BiClIN2OP2 as an isolated structure at a distorted geometry (ωB97M-V with the def2-TZVPD basis set, the Open Molecules 2025 dataset).

Last column: natural (NBO) charge in e.
Element x y z (Å)
C  -1.701  0.128  -2.859  -0.891
I  3.391  0.095  -1.062  -0.157
H  -1.867  0.205  -3.941  0.254
H  -2.111  0.995  -2.333  0.221
H  -2.108  -0.807  -2.463  0.229
Bi  0.588  0.081  -2.433  1.258
P  0.612  2.814  -2.211  1.112
C  0.216  3.484  -0.561  -0.961
C  2.304  3.277  -2.674  -0.972
H  2.330  4.321  -3.009  0.279
H  -0.365  4.547  -3.609  0.284
H  2.636  2.616  -3.485  0.279
H  -0.379  2.926  -4.401  0.280
H  0.900  3.044  0.179  0.274
H  2.973  3.116  -1.821  0.281
C  -0.538  3.472  -3.459  -0.965
H  0.308  4.581  -0.543  0.282
H  -1.573  3.295  -3.132  0.263
H  -0.805  3.200  -0.270  0.269
P  0.537  -2.658  -2.178  1.139
C  0.124  -3.289  -0.518  -0.960
C  -0.631  -3.294  -3.425  -0.966
H  2.567  -2.506  -3.447  0.277
H  2.221  -4.204  -2.977  0.279
H  2.889  -3.018  -1.785  0.281
C  2.217  -3.161  -2.639  -0.975
H  -0.478  -2.735  -4.362  0.278
H  -0.465  -4.368  -3.596  0.285
H  0.181  -4.386  -0.473  0.279
H  -0.892  -2.968  -0.247  0.269
H  -1.662  -3.115  -3.085  0.265
H  0.806  -2.845  0.221  0.287
Cl  1.174  0.061  -4.921  -0.461
C  -1.741  0.424  4.521  -0.422
N  -1.684  0.490  3.074  -0.149
N  -0.655  -0.034  2.371  -0.229
C  -0.847  0.216  1.024  0.590
O  -0.026  -0.155  0.147  -0.794
C  -2.091  0.926  0.945  -0.447
C  -2.546  1.075  2.227  0.273
C  -3.762  1.758  2.706  -0.670
C  0.501  -0.662  2.922  0.165
C  0.382  -1.738  3.800  -0.243
C  1.532  -2.401  4.219  -0.193
C  2.795  -2.021  3.750  -0.189
C  2.896  -0.962  2.847  -0.193
C  1.764  -0.247  2.472  -0.227
H  -2.624  0.973  4.837  0.242
H  -0.866  0.870  5.000  0.235
H  -1.824  -0.606  4.872  0.222
H  -2.569  1.266  0.039  0.228
H  -4.456  1.065  3.205  0.253
H  -3.525  2.595  3.379  0.249
H  -4.275  2.167  1.830  0.246
H  -0.607  -2.054  4.149  0.224
H  1.446  -3.225  4.919  0.238
H  3.691  -2.547  4.072  0.239
H  3.852  -0.678  2.408  0.227
H  1.838  0.602  1.784  0.226

## Properties
* maximum force: 1.51 eV Å⁻¹
* gap between HOMO and LUMO (spin up / spin down): 4.8 / 4.7 eV
* charge: +2
* ΔE to the lowest compared entry with this formula, charge and spin: 0.0 kJ/mol
* total energy: -2545.0958 hartree

---

- The lowest total energy belongs to which entry?
  C35H67N11O8